Entry 1:
Below is the molecule C22H29N3O4 at a distorted geometry, with properties calculated with wB97M-V/def2-TZVPD.

The SMILES is CCc1noc(C)c1C(=O)N1CCC(CCC(=O)Nc2cccc(OC)c2)CC1. Its energy above the lowest of the compared OMol25 structures with the same formula, charge and spin is 15.11 kcal/mol. The calculation puts the frontier orbital gap at 9.045 eV.

Each line ends with the natural charge from an NBO analysis.
CARTESIAN COORDINATES (ANGSTROEM)
1 O 2.59687 0.17636 2.14490  -0.6218
2 O 1.31431 3.53708 -0.24790  -0.2725
3 O -2.64314 -1.90247 -1.24895  -0.6197
4 O -4.36393 2.65470 -1.24059  -0.4893
5 N 2.46484 -0.81054 0.11542  -0.4363
6 N -2.43862 -1.25551 0.92879  -0.6063
7 N 2.50073 3.43992 -0.89723  -0.1394
8 C 2.69383 -2.12598 0.67577  -0.2235
9 C -4.09280 2.57518 1.07724  -0.2826
10 C -0.52600 -3.84423 -0.68867  -0.3823
11 C 4.36327 1.86306 -1.09360  -0.4386
12 C 1.38517 -2.91397 0.74427  -0.4032
13 C -2.28722 -2.12416 -0.11236  0.6921
14 C 3.02666 2.28453 -0.59703  0.1867
15 C 5.36815 1.81009 0.05779  -0.5955
16 C -3.00955 0.02452 0.94120  0.1631
17 C 2.16224 1.56865 0.28744  -0.3028
18 C 1.11092 2.42640 0.47849  0.3800
19 C -3.15700 0.65553 2.17257  -0.2824
20 C 0.55404 -1.57450 -1.17903  -0.4056
21 C 0.75234 -2.99540 -0.64726  -0.2195
22 C -3.94763 1.94540 -0.16083  0.3265
23 C -0.12985 2.29886 1.27681  -0.6760
24 C 1.89823 -0.84182 -1.21284  -0.2161
25 C 2.40638 0.26016 0.94380  0.6787
26 C -3.40005 0.66940 -0.22789  -0.3283
27 C -3.69850 1.92767 2.22908  -0.1754
28 C -1.63190 -3.43656 0.28928  -0.5000
29 C -4.25315 2.06876 -2.51690  -0.2539
30 H -2.41435 -4.19909 0.24562  0.2419
31 H 0.11858 -1.59953 -2.17813  0.2241
32 H 3.11544 -1.99116 1.67348  0.2460
33 H 1.76569 0.17441 -1.58487  0.2284
34 H 5.48149 2.79576 0.50227  0.2135
35 H 4.28595 0.87529 -1.55425  0.2123
36 H -0.94793 1.92586 0.66014  0.2411
37 H -4.65984 2.80138 -3.21206  0.2010
38 H -2.84985 0.15329 3.07840  0.2066
39 H -3.27870 0.15704 -1.16565  0.2589
40 H -3.81347 2.41612 3.18452  0.2186
41 H -4.51803 3.56493 1.10549  0.2267
42 H 1.47105 -3.49499 -1.31025  0.1991
43 H -4.83085 1.14213 -2.58512  0.1815
44 H -1.25428 -3.40199 1.31070  0.2016
45 H -2.15162 -1.57854 1.84250  0.4009
46 H -3.20954 1.86449 -2.77535  0.1793
47 H -0.25381 -4.88179 -0.48147  0.2085
48 H -0.12339 -1.01841 -0.52918  0.1999
49 H 0.03926 1.60799 2.09818  0.2425
50 H -0.93917 -3.79821 -1.69826  0.2272
51 H 5.02979 1.12215 0.82943  0.2135
52 H 4.69100 2.58000 -1.84695  0.2299
53 H -0.42031 3.27079 1.66690  0.2416
54 H 6.33778 1.47833 -0.30501  0.2099
55 H 0.71801 -2.39448 1.43384  0.1969
56 H 2.59308 -1.37033 -1.87595  0.1911
57 H 3.41943 -2.64898 0.04346  0.1892
58 H 1.57993 -3.91356 1.13581  0.2121

***

Entry 2:
Below is the molecule C22H29N3O4S at a distorted geometry, with properties calculated with wB97M-V/def2-TZVPD.

The SMILES is CC1CCN(S(=O)(=O)c2ccc3c(c2)c(=O)c(C(=O)N2CCCCC2)cn3C)CC1. Its energy above the lowest of the compared OMol25 structures with the same formula, charge and spin is 15.82 kcal/mol. The calculation puts the frontier orbital gap at 8.669 eV.

Each line ends with the natural charge from an NBO analysis.
CARTESIAN COORDINATES (ANGSTROEM)
1 S 0.72081 -0.19668 -3.71878  2.3194
2 O -1.89320 1.18916 0.74653  -0.5947
3 O 0.45979 -0.94137 -4.91612  -0.9428
4 O -4.55641 -0.48205 3.09386  -0.6405
5 O 0.43610 1.21031 -3.71862  -0.9388
6 N -2.80342 0.84417 3.60181  -0.4199
7 N 2.29475 -0.54865 -3.24720  -0.6750
8 N -2.13131 -2.89880 0.74639  -0.3574
9 C -0.72717 -0.23347 -1.35985  -0.1364
10 C -3.40012 -0.13524 2.90129  0.6747
11 C -3.09833 1.49572 5.94622  -0.4042
12 C -1.96059 -0.03042 0.76892  0.4986
13 C -3.58986 1.65299 4.50959  -0.2238
14 C -1.38132 -0.86802 -0.30031  -0.1087
15 C -1.61527 1.84554 6.02029  -0.3989
16 C -1.39085 1.13383 3.62210  -0.2025
17 C -2.68793 -2.15441 1.72962  0.1315
18 C -2.60335 -0.80500 1.82096  -0.2968
19 C -0.15623 -0.97123 -2.36500  -0.3507
20 C -0.84064 0.96864 5.04175  -0.4061
21 C 4.32846 1.45558 -3.82201  -0.2137
22 C -0.22332 -2.35816 -2.34898  -0.1456
23 C -0.87322 -3.00661 -1.32511  -0.2503
24 C 3.71178 0.58268 -4.91731  -0.4201
25 C 3.29318 1.65532 -2.71315  -0.4280
26 C 3.23629 -0.74498 -4.33120  -0.2274
27 C 4.79064 2.79643 -4.38349  -0.5970
28 C -1.46595 -2.27431 -0.28239  0.1852
29 C -2.27381 -4.33609 0.77019  -0.4018
30 C 2.79703 0.30652 -2.19189  -0.2245
31 H 2.43951 2.20607 -3.11004  0.2318
32 H 1.98444 0.44715 -1.47645  0.2152
33 H 4.43815 0.39444 -5.71002  0.2121
34 H 5.19611 0.92869 -3.40400  0.1871
35 H -1.23245 2.16052 3.27409  0.2010
36 H 5.52985 2.64845 -5.16764  0.2068
37 H -0.93434 -0.07797 5.34143  0.1954
38 H 0.22931 -2.90272 -3.16155  0.2427
39 H -0.69201 0.84558 -1.37642  0.2667
40 H -0.86485 0.46031 2.94670  0.2163
41 H -1.47476 2.89628 5.75694  0.1953
42 H 4.08287 -1.31776 -3.93670  0.1953
43 H -2.85623 -4.62360 1.64250  0.2227
44 H 2.72073 -1.33941 -5.08577  0.2379
45 H -3.24954 0.46308 6.26692  0.2014
46 H -3.67997 2.14491 6.60172  0.2113
47 H 3.94671 3.33873 -4.80318  0.2074
48 H -3.23271 -2.69793 2.48938  0.2262
49 H 0.21832 1.23106 5.04694  0.2100
50 H -3.50321 2.70118 4.20036  0.1880
51 H 5.23588 3.40582 -3.60018  0.2073
52 H -2.79409 -4.68551 -0.12351  0.2118
53 H 2.85096 1.09729 -5.34956  0.2112
54 H -4.62936 1.33503 4.41476  0.2473
55 H -1.29682 -4.82056 0.82775  0.2079
56 H -1.24035 1.69888 7.03495  0.2088
57 H -0.92376 -4.08259 -1.33574  0.2220
58 H 3.72344 2.22564 -1.88778  0.2101
59 H 3.61164 -0.23248 -1.69404  0.1994